181
Properties=species:S:1:pos:R:3:mulliken_charge:R:1 method="wB97M-V/def2-TZVPD" max_force_ha_per_bohr=0.0353 charge=+8 total_energy_ev=-100277.9489 spin_multiplicity=1
C 1.968 2.819 3.047 -0.240
C 2.497 4.237 3.074 0.213
O 2.543 4.941 2.130 -0.384
N 2.911 4.809 4.451 -0.147
H 2.230 4.483 5.143 0.423
H 3.771 4.293 4.665 0.392
C 3.100 6.299 4.516 -0.737
H 0.913 2.721 3.308 0.478
H 2.524 2.189 3.749 0.368
H 2.117 2.441 2.040 -0.532
H 3.333 6.520 5.558 0.408
H 2.193 6.837 4.259 0.281
H 3.931 6.595 3.885 0.339
C 6.403 -6.502 -4.762 -1.102
C 5.627 -5.266 -4.479 0.489
O 4.753 -5.134 -3.690 -0.355
N 6.093 -4.060 -5.342 -0.156
H 7.107 -3.993 -5.191 0.416
H 6.039 -4.206 -6.359 0.419
C 5.439 -2.785 -4.948 -0.941
H 6.012 -6.892 -5.710 0.383
H 6.203 -7.228 -3.978 0.317
H 7.487 -6.379 -4.792 0.427
H 4.355 -2.830 -4.990 0.327
H 5.689 -1.994 -5.652 0.393
H 5.808 -2.575 -3.949 0.371
C 5.974 -1.724 2.781 -0.874
C 6.839 -0.495 2.807 0.562
O 8.010 -0.503 2.744 -0.345
N 6.085 0.843 2.763 0.268
H 5.409 0.841 1.978 0.049
H 5.473 0.816 3.582 0.391
C 6.916 2.094 2.852 -0.836
H 6.675 -2.557 2.783 0.426
H 5.375 -1.799 1.872 0.154
H 5.352 -1.826 3.671 0.302
H 7.615 2.013 2.022 0.371
H 7.417 2.116 3.812 0.432
H 6.304 2.963 2.623 0.261
C 3.761 3.111 -1.030 -0.336
C 5.099 2.469 -1.286 0.330
O 5.697 1.769 -0.543 -0.480
N 5.722 2.793 -2.631 -0.096
H 6.321 2.021 -2.937 0.422
H 4.986 2.910 -3.332 0.433
C 6.528 4.103 -2.570 -0.824
H 4.062 4.155 -0.872 0.483
H 3.369 2.822 -0.059 -0.514
H 3.014 2.905 -1.790 0.453
H 6.888 4.289 -3.582 0.396
H 7.383 3.954 -1.921 0.340
H 5.823 4.895 -2.341 0.372
C 1.516 -2.801 4.998 -0.791
C 0.537 -1.683 5.002 0.532
O -0.329 -1.478 4.227 -0.381
N 0.649 -0.798 6.252 -0.182
H 0.873 -1.419 7.044 0.467
H 1.482 -0.205 6.266 0.379
C -0.583 0.008 6.560 -0.821
H 2.509 -2.391 4.783 0.341
H 1.289 -3.492 4.192 -0.107
H 1.540 -3.395 5.915 0.519
H -0.349 0.517 7.494 0.419
H -1.461 -0.613 6.699 0.347
H -0.735 0.748 5.782 0.274
C -2.301 2.545 1.179 -0.450
C -3.045 3.806 0.661 -0.121
C -2.866 5.039 1.571 -1.430
N -3.187 6.401 0.965 0.197
C -4.615 6.379 0.522 -0.940
C -2.880 7.513 1.959 -0.532
C -1.396 7.834 1.798 -0.409
C -0.911 7.069 0.564 -0.368
C -2.191 6.664 -0.143 -0.633
H -1.228 2.570 0.998 0.147
H -2.681 1.693 0.612 -0.611
H -2.554 2.345 2.220 0.613
H -4.090 3.548 0.841 0.418
H -2.779 4.068 -0.358 0.212
H -1.825 5.128 1.895 0.482
H -3.428 4.949 2.501 0.515
H -4.819 5.527 -0.116 0.291
H -4.784 7.282 -0.064 0.447
H -5.245 6.427 1.406 0.420
H -3.501 8.378 1.743 0.427
H -3.156 7.108 2.931 0.273
H -1.305 8.914 1.696 0.389
H -0.764 7.563 2.644 0.158
H -0.257 7.683 -0.053 0.507
H -0.351 6.154 0.773 0.017
H -2.572 7.479 -0.760 0.544
H -1.993 5.842 -0.826 0.338
C -2.508 -2.855 -6.588 -1.397
C -2.165 -1.506 -5.927 -0.217
C -3.252 -1.147 -4.933 -0.744
N -3.172 0.233 -4.328 0.237
C -3.105 1.372 -5.305 -0.925
C -1.937 0.287 -3.430 -0.607
C -2.211 1.380 -2.409 0.565
C -3.738 1.427 -2.276 0.165
C -4.284 0.444 -3.325 -1.116
H -1.835 -3.082 -7.409 0.392
H -3.536 -2.829 -6.948 0.403
H -2.428 -3.640 -5.833 0.321
H -2.159 -0.756 -6.721 0.344
H -1.177 -1.606 -5.473 0.247
H -3.296 -1.849 -4.100 0.318
H -4.205 -1.183 -5.467 0.559
H -3.115 2.289 -4.721 0.415
H -4.035 1.364 -5.870 0.359
H -2.204 1.287 -5.898 0.393
H -1.015 0.414 -3.989 0.666
H -1.890 -0.684 -2.933 -0.115
H -1.765 2.323 -2.730 0.643
H -1.697 1.161 -1.472 -0.960
H -4.070 2.442 -2.502 0.681
H -4.083 1.229 -1.264 -0.297
H -5.158 0.867 -3.814 0.447
H -4.491 -0.519 -2.865 0.287
C 0.067 -3.031 -2.897 -1.173
C 1.003 -4.183 -2.518 -0.580
C 1.536 -4.050 -1.109 -0.297
N 2.024 -5.373 -0.494 0.154
C 2.896 -6.226 -1.370 -1.122
C 0.807 -6.233 -0.079 -0.543
C 0.267 -5.566 1.159 -1.148
C 1.488 -4.850 1.814 0.565
C 2.628 -5.115 0.831 -1.140
H -0.803 -2.993 -2.237 0.222
H -0.314 -3.243 -3.896 0.357
H 0.625 -2.094 -2.869 0.340
H 1.796 -4.189 -3.268 0.204
H 0.503 -5.146 -2.646 0.546
H 0.864 -3.662 -0.349 0.074
H 2.448 -3.451 -1.126 0.290
H 3.085 -7.147 -0.816 0.491
H 3.885 -5.801 -1.506 0.440
H 2.415 -6.501 -2.303 0.367
H 1.181 -7.244 0.075 0.516
H 0.228 -6.290 -0.999 0.481
H -0.083 -6.296 1.889 0.427
H -0.590 -4.925 0.963 0.248
H 1.787 -5.173 2.806 0.931
H 1.236 -3.788 1.822 -0.575
H 3.163 -6.005 1.165 0.535
H 3.366 -4.314 0.782 0.456
C -3.018 -1.065 0.674 -1.351
C -4.351 -0.803 1.400 0.207
C -5.578 -0.889 0.487 -1.203
N -6.790 -1.448 1.208 -0.001
C -7.266 -0.579 2.380 -0.886
C -6.604 -2.877 1.717 -0.531
C -8.003 -3.448 1.767 -0.746
C -8.787 -2.812 0.613 -0.616
C -7.966 -1.562 0.239 -0.408
H -2.089 -0.712 1.105 -0.076
H -3.005 -0.767 -0.381 0.137
H -2.962 -2.157 0.591 0.635
H -4.339 0.190 1.865 0.142
H -4.438 -1.458 2.265 0.587
H -5.425 -1.643 -0.288 0.410
H -5.938 0.042 0.052 0.483
H -8.264 -0.931 2.608 0.520
H -7.238 0.431 1.980 0.350
H -6.546 -0.743 3.174 0.290
H -6.039 -2.894 2.646 0.417
H -5.916 -3.340 1.002 0.421
H -8.415 -3.240 2.755 0.359
H -8.026 -4.528 1.634 0.427
H -9.816 -2.605 0.886 0.327
H -8.737 -3.466 -0.252 0.332
H -8.523 -0.630 0.178 0.461
H -7.503 -1.724 -0.735 0.230
C 0.765 0.103 0.584 -0.056
F 0.317 0.178 1.855 -0.062
F 0.038 -0.780 -0.092 0.220
F 0.596 1.312 0.005 -0.144
S 2.593 -0.481 0.524 0.691
O 2.900 -0.551 -0.887 -0.795
O 3.504 0.444 1.224 -0.287
O 2.534 -1.772 1.171 -0.497

=====

174
Properties=species:S:1:pos:R:3:mulliken_charge:R:1 method="wB97M-V/def2-TZVPD" smiles=CC1(C)CCCC(C)(C)N1O.CC1(C)CCCC(C)(C)N1O.CC1(C)CCCC(C)(C)N1O.CC(C)O.CC(C)O.CC(C)O.CC(C)O.CC(C)O.CC(C)O.CC(C)O e_above_lowest_ev=0.972 max_force_ha_per_bohr=0.0461 total_energy_ev=-76549.7701 spin_multiplicity=1
C 6.415 -1.609 -2.324 -1.983
C 6.682 -1.504 -0.844 1.789
C 5.470 -0.926 -0.078 -0.266
C 4.372 -1.947 -0.035 1.729
C 4.888 -3.127 0.851 -1.636
C 6.133 -3.766 0.155 1.874
N 7.091 -2.717 -0.224 0.181
O 8.225 -3.234 -0.787 -0.463
C 6.866 -4.680 1.112 -1.980
C 5.626 -4.618 -1.068 -1.412
C 7.862 -0.568 -0.680 -2.071
H 6.081 -0.661 -2.781 0.317
H 5.583 -2.277 -2.485 0.418
H 7.254 -1.927 -2.913 0.539
H 5.732 -0.589 0.952 0.500
H 5.094 -0.001 -0.620 -0.341
H 4.189 -2.361 -1.009 -0.937
H 3.369 -1.681 0.292 -0.589
H 4.188 -3.909 1.060 0.327
H 5.160 -2.645 1.787 0.347
H 6.255 -5.248 1.837 0.320
H 7.487 -5.427 0.576 0.362
H 7.565 -4.090 1.697 0.484
H 5.269 -5.550 -0.577 0.501
H 4.764 -4.222 -1.620 0.154
H 6.398 -4.881 -1.793 0.305
H 8.112 -0.466 0.362 0.521
H 7.549 0.425 -0.988 0.335
H 8.777 -0.707 -1.217 0.369
H 7.950 -3.672 -1.608 0.366
C -4.527 2.199 -1.820 -1.157
C -5.868 2.168 -2.650 1.717
C -6.624 0.841 -2.533 -1.102
C -7.276 0.711 -1.134 -0.475
C -8.369 1.815 -1.093 -1.428
C -7.729 3.193 -1.081 1.501
N -6.798 3.281 -2.211 0.158
O -6.088 4.512 -2.169 -0.520
C -8.782 4.263 -1.328 -2.064
C -7.154 3.564 0.300 -1.543
C -5.514 2.478 -4.066 -2.088
H -3.834 2.925 -2.287 0.325
H -4.043 1.220 -1.873 0.194
H -4.654 2.598 -0.816 0.222
H -7.455 0.791 -3.270 0.380
H -5.959 0.028 -2.769 0.234
H -6.615 0.996 -0.311 0.297
H -7.705 -0.264 -0.835 0.326
H -9.079 1.795 -0.255 0.504
H -9.073 1.750 -1.922 0.369
H -8.254 5.217 -1.341 0.453
H -9.259 4.117 -2.300 0.445
H -9.603 4.314 -0.616 0.393
H -6.224 3.042 0.557 0.323
H -6.915 4.643 0.283 0.368
H -7.978 3.406 1.004 0.431
H -5.041 3.430 -4.136 0.554
H -6.324 2.421 -4.804 0.364
H -4.757 1.754 -4.338 0.385
H -6.395 4.923 -2.997 0.392
C 2.007 -0.943 -5.196 -1.843
C 1.830 -0.675 -3.708 1.724
C 3.027 0.155 -3.112 0.260
C 3.100 1.593 -3.569 -0.952
C 1.852 2.301 -3.092 -1.009
C 0.628 1.568 -3.742 1.586
N 0.656 0.136 -3.393 1.574
O -0.490 -0.523 -3.886 -0.611
C -0.678 2.085 -3.031 -2.049
C 0.472 1.890 -5.226 -1.766
C 1.717 -2.009 -2.937 -1.695
H 2.723 -1.711 -5.406 0.488
H 2.299 -0.031 -5.691 0.330
H 1.034 -1.340 -5.592 0.291
H 3.014 0.072 -2.004 -0.989
H 3.969 -0.349 -3.416 0.059
H 3.198 1.619 -4.652 0.452
H 4.019 2.015 -3.109 0.472
H 1.854 3.362 -3.400 0.502
H 1.777 2.281 -2.008 -0.241
H -0.806 3.145 -3.197 0.790
H -1.595 1.585 -3.414 0.475
H -0.621 1.895 -1.935 0.056
H 1.373 1.906 -5.826 0.338
H -0.172 1.188 -5.760 0.288
H 0.066 2.900 -5.374 0.474
H 1.344 -1.773 -1.940 0.261
H 2.627 -2.626 -2.831 0.117
H 0.978 -2.628 -3.427 0.528
H -0.830 -0.972 -3.090 0.070
C 2.192 -3.858 3.337 -1.652
C 0.797 -3.318 3.529 2.371
C -0.265 -4.373 3.544 -1.326
O 0.892 -2.705 4.793 -0.645
H 2.335 -4.675 4.046 0.433
H 2.987 -3.123 3.540 0.378
H 2.326 -4.271 2.317 0.287
H 0.477 -2.540 2.778 -0.858
H -0.127 -5.135 2.766 0.429
H -1.278 -4.028 3.393 -0.039
H -0.165 -4.872 4.513 0.427
H 0.023 -2.453 5.138 0.258
C 3.519 2.479 0.617 -0.174
C 4.742 2.889 1.421 0.656
C 6.004 3.137 0.674 -1.139
O 4.497 4.155 2.118 -0.637
H 3.251 3.286 -0.097 0.268
H 2.675 2.207 1.246 0.163
H 3.673 1.605 -0.030 -0.339
H 4.837 2.071 2.142 0.209
H 6.664 3.649 1.384 0.405
H 5.829 3.823 -0.152 0.379
H 6.431 2.226 0.247 -0.023
H 3.680 4.062 2.620 0.306
C 1.868 6.182 3.483 -1.350
C 1.117 4.945 3.095 0.387
C 0.758 4.999 1.557 -0.789
O 1.783 3.705 3.292 -0.503
H 2.239 6.258 4.515 0.350
H 1.308 7.084 3.216 0.391
H 2.799 6.263 2.885 0.272
H 0.184 4.852 3.598 0.461
H -0.017 5.746 1.383 0.486
H 0.312 4.045 1.290 -0.142
H 1.669 5.179 0.994 0.226
H 1.824 3.475 4.238 0.234
C -1.580 0.857 4.813 -1.098
C -0.879 -0.078 5.696 1.023
C -0.800 0.417 7.130 -1.764
O -1.435 -1.371 5.608 -0.599
H -1.415 1.933 4.956 0.448
H -2.644 0.762 5.048 0.294
H -1.386 0.576 3.785 0.041
H 0.149 -0.138 5.423 0.301
H -0.204 1.351 7.182 0.369
H -0.345 -0.289 7.828 0.395
H -1.781 0.615 7.572 0.327
H -2.406 -1.422 5.641 0.325
C -5.703 -3.317 4.090 -1.489
C -4.250 -2.856 4.206 0.514
C -3.672 -2.422 2.883 -1.069
O -4.136 -1.779 5.144 -0.638
H -5.868 -4.024 3.280 0.378
H -6.395 -2.494 3.879 0.358
H -6.011 -3.693 5.073 0.368
H -3.614 -3.636 4.651 0.258
H -2.723 -1.903 3.073 0.031
H -4.383 -1.735 2.390 0.454
H -3.438 -3.242 2.187 0.430
H -4.643 -1.016 4.846 0.326
C -1.524 -3.472 -2.826 -0.332
C -2.892 -3.669 -2.299 0.199
C -3.691 -2.408 -2.246 -1.101
O -3.661 -4.684 -2.999 -0.611
H -0.947 -4.412 -2.876 0.294
H -0.975 -2.759 -2.230 -0.265
H -1.626 -3.046 -3.830 0.271
H -2.711 -4.047 -1.302 0.280
H -3.317 -1.693 -1.483 0.071
H -4.728 -2.627 -1.996 0.557
H -3.775 -1.998 -3.269 0.367
H -3.862 -4.321 -3.887 0.376
C 0.712 -1.055 0.410 -0.860
C -0.626 -0.304 0.386 1.380
C -0.492 1.167 0.828 -1.527
O -1.092 -0.371 -0.964 0.440
H 0.449 -2.084 0.199 0.397
H 1.203 -1.106 1.371 0.892
H 1.397 -0.636 -0.328 -0.632
H -1.411 -0.774 0.982 -0.345
H -1.412 1.772 0.889 0.522
H 0.212 1.692 0.168 -0.222
H -0.003 1.165 1.795 0.756
H -0.382 -0.057 -1.563 -1.047